# 1
A structure of composition C4H26B4O2Pb at a distorted geometry, computed with ωB97M-V with the def2-TZVPD basis set.

Last column: Mulliken charge in e.
CARTESIAN COORDINATES (ANGSTROEM)
1 Pb 0.215 0.394 -0.816  -1.0664
2 B 0.111 0.248 -3.791  1.1242
3 H 0.370 0.644 -4.851  -0.2602
4 H 0.341 1.020 -2.970  -0.4543
5 H -0.953 -0.171 -3.619  -0.3226
6 H 0.783 -0.687 -3.669  -0.2874
7 B 2.546 -1.178 -0.953  1.3375
8 H 3.628 -0.858 -0.682  -0.3317
9 H 2.153 -0.374 -1.686  -0.2090
10 H 2.406 -2.207 -1.458  -0.3357
11 H 1.919 -1.101 0.020  -0.5662
12 B 1.514 2.683 -0.897  0.7010
13 H 0.491 2.961 -1.374  -0.2692
14 H 1.230 2.351 0.180  -0.3563
15 H 1.894 1.814 -1.551  -0.1622
16 H 2.304 3.526 -0.962  -0.2797
17 B -1.374 -1.943 -1.420  1.0737
18 H -2.198 -2.650 -0.999  -0.3376
19 H -1.676 -0.829 -1.396  -0.3326
20 H -0.414 -2.088 -0.783  -0.2960
21 H -1.161 -2.288 -2.499  -0.2974
22 C -1.917 1.998 1.482  -0.7991
23 O -1.828 0.700 0.897  -0.1273
24 C -2.126 -0.435 1.728  -0.4233
25 C -1.028 -0.665 2.726  -0.5514
26 O 0.184 -0.933 2.089  -0.0201
27 C 1.268 -1.088 2.950  -0.9571
28 H -1.228 2.096 2.320  0.3182
29 H -2.946 2.325 1.650  0.2677
30 H -1.585 2.656 0.676  0.2369
31 H -2.332 -1.175 0.948  0.0459
32 H -3.096 -0.348 2.236  0.3296
33 H -1.345 -1.366 3.513  0.3796
34 H -0.894 0.234 3.349  0.3161
35 H 1.133 -1.922 3.649  0.3030
36 H 1.407 -0.172 3.551  0.3543
37 H 2.207 -1.171 2.409  0.2551

HOMO level: -0.065 hartree
Strongest force on any atom: 2.07 eV Å⁻¹
Multiplicity: 1
Gap between HOMO and LUMO: 0.2429 Ha
Charge: -2

***

# 2
A structure of composition C4H26BO21 at a distorted geometry, computed with ωB97M-V with the def2-TZVPD basis set.

Last column: Mulliken charge in e.
CARTESIAN COORDINATES (ANGSTROEM)
1 O 28.757 41.897 9.566  -0.6979
2 C 28.026 41.285 10.331  0.4516
3 O 28.306 40.512 11.206  -0.4899
4 B 27.016 40.264 11.995  1.1356
5 O 26.019 40.961 11.218  -0.3517
6 C 26.590 41.521 10.111  0.4877
7 O 26.099 42.282 9.267  -0.7800
8 O 27.124 40.850 13.309  -0.6879
9 C 27.055 39.850 14.111  0.3853
10 O 26.812 39.941 15.212  -0.5105
11 C 26.888 38.594 13.364  0.6274
12 O 26.671 38.879 12.154  -0.1781
13 O 26.768 37.513 13.840  -0.6946
14 O 31.017 39.616 11.751  -0.5632
15 H 30.438 40.037 11.240  0.3552
16 H 31.621 39.218 11.196  0.2682
17 O 23.810 40.241 9.074  -0.6551
18 H 24.523 39.839 8.569  0.3332
19 H 24.188 41.191 9.186  0.3110
20 O 31.083 41.733 8.003  -0.6507
21 H 30.566 41.082 7.516  0.2866
22 H 30.499 41.943 8.697  0.4620
23 O 25.044 34.748 13.947  -0.7598
24 H 24.330 35.224 13.560  0.3267
25 H 25.825 34.955 13.362  0.4398
26 O 25.335 43.517 7.105  -0.7300
27 H 25.682 43.108 8.011  0.5793
28 H 24.742 44.391 7.443  0.2925
29 O 26.399 36.474 10.149  -0.6573
30 H 25.769 35.858 10.032  0.2673
31 H 26.871 36.526 11.069  0.3585
32 O 29.104 44.914 9.107  -0.5724
33 H 29.103 45.101 8.182  0.3326
34 H 28.973 44.003 8.917  0.2803
35 O 27.914 36.914 17.219  -0.6458
36 H 27.212 36.952 16.615  0.3067
37 H 27.592 36.214 17.823  0.3261
38 O 25.019 39.390 18.226  -0.6204
39 H 24.156 39.826 18.014  0.3042
40 H 25.231 38.840 17.447  0.3094
41 O 25.904 42.094 16.518  -0.6204
42 H 25.827 41.394 15.917  0.3384
43 H 25.902 42.888 15.889  0.3081
44 O 24.971 36.563 16.088  -0.5715
45 H 24.236 37.141 15.940  0.2894
46 H 25.067 36.117 15.270  0.2832
47 O 23.777 37.828 10.660  -0.7136
48 H 23.613 38.797 10.338  0.3869
49 H 24.682 37.805 10.945  0.3776
50 O 27.503 35.091 12.690  -0.7535
51 H 27.625 36.069 13.131  0.4475
52 H 27.994 34.467 13.169  0.2462

HOMO level: -0.314 hartree
Strongest force on any atom: 8.28 eV Å⁻¹
Multiplicity: 1
Gap between HOMO and LUMO: 0.3760 Ha
Charge: -1
Energy above the lowest of the compared OMol25 structures with the same formula, charge and spin: 410.7 kJ/mol

***

# 3
A cluster of 14 separate species, C4H26BO21 in total at a distorted geometry, computed with ωB97M-V with the def2-TZVPD basis set.

Last column: Mulliken charge in e.
CARTESIAN COORDINATES (ANGSTROEM)
1 O -14.305 -20.430 20.308  -0.7220
2 C -13.649 -20.203 19.283  0.1242
3 O -14.040 -19.728 18.099  -0.6429
4 B -12.980 -19.582 17.118  1.1549
5 O -11.788 -20.092 17.900  -0.3592
6 C -12.169 -20.408 19.110  0.5388
7 O -11.358 -20.627 20.002  -0.9099
8 O -12.744 -18.182 16.776  -0.1328
9 C -12.776 -18.074 15.504  0.8672
10 O -12.517 -17.069 14.849  -0.7352
11 C -13.219 -19.413 14.908  0.2551
12 O -13.360 -20.206 15.867  -0.5739
13 O -13.283 -19.751 13.740  -0.7082
14 O -12.791 -16.300 19.374  -0.6443
15 H -12.680 -16.336 18.424  0.2945
16 H -13.730 -16.427 19.510  0.3864
17 O -15.281 -22.718 22.686  -0.6555
18 H -15.328 -22.166 21.905  0.3627
19 H -15.388 -22.109 23.417  0.2889
20 O -13.695 -22.118 11.865  -0.6551
21 H -13.478 -21.915 12.774  0.3459
22 H -14.408 -21.517 11.648  0.3085
23 O -11.242 -15.326 17.222  -0.4622
24 H -11.152 -15.300 16.269  0.2888
25 H -10.995 -14.448 17.511  0.1732
26 O -11.807 -22.729 21.872  -0.6839
27 H -11.574 -22.069 21.220  0.4376
28 H -12.420 -22.284 22.457  0.2877
29 O -15.567 -16.962 20.248  -0.6952
30 H -16.112 -17.030 19.464  0.3117
31 H -15.494 -17.862 20.568  0.3093
32 O -10.887 -14.601 14.658  -0.4848
33 H -10.029 -14.183 14.585  0.2321
34 H -11.392 -14.241 13.930  0.2287
35 O -9.495 -17.140 14.348  -0.6987
36 H -10.355 -16.930 14.712  0.3592
37 H -8.885 -16.592 14.842  0.2879
38 O -13.822 -14.696 15.581  -0.6750
39 H -13.011 -15.200 15.521  0.2809
40 H -13.539 -13.782 15.551  0.2970
41 O -10.125 -17.778 18.071  -0.8687
42 H -10.968 -18.220 18.172  0.4914
43 H -10.324 -17.000 17.550  0.2634
44 O -14.230 -18.542 11.222  -0.6333
45 H -13.578 -18.144 10.644  0.2920
46 H -13.737 -18.793 12.003  0.4100
47 O -17.446 -21.645 19.507  -0.6553
48 H -16.604 -21.560 19.059  0.3442
49 H -17.741 -20.744 19.636  0.3032
50 O -8.633 -19.950 18.614  -0.7137
51 H -9.017 -20.808 18.797  0.3297
52 H -9.381 -19.393 18.400  0.4548

HOMO level (spin up / spin down): 0.048 / -0.098 hartree
Strongest force on any atom: 5.36 eV Å⁻¹
Multiplicity: 2
Gap between HOMO and LUMO (spin up / spin down): 0.0722 / 0.2178 Ha
Charge: -2
Energy above the lowest of the compared OMol25 structures with the same formula, charge and spin: 63.3 kJ/mol

***

# 4
A cluster of 9 separate species, C4H26N2O9 in total at a distorted geometry, computed with ωB97M-V with the def2-TZVPD basis set.

Last column: Mulliken charge in e.
CARTESIAN COORDINATES (ANGSTROEM)
1 C 1.917 2.156 3.262  -1.0321
2 N 1.049 1.255 2.501  0.0175
3 C -0.289 1.829 2.349  -1.0645
4 C 1.619 0.942 1.187  -0.6833
5 C 1.929 -0.539 1.224  0.2767
6 N 1.173 -1.401 0.511  -0.3286
7 O 2.896 -0.943 1.861  -0.7483
8 H 2.919 1.687 3.345  0.2910
9 H 2.041 3.162 2.812  0.3441
10 H 1.541 2.225 4.284  0.3855
11 H -0.698 2.072 3.322  0.3436
12 H -0.921 1.105 1.863  0.3327
13 H -0.315 2.731 1.715  0.3671
14 H 2.529 1.522 0.991  0.5148
15 H 0.968 1.202 0.343  0.5681
16 H 1.330 -2.389 0.609  0.2654
17 H 0.320 -1.097 0.057  0.1921
18 H 4.191 0.580 -0.581  0.3861
19 H 3.373 -0.487 -1.365  0.2966
20 O 3.757 0.395 -1.457  -0.7628
21 H 2.394 1.184 -2.245  0.4277
22 H 2.217 2.342 -3.230  0.2968
23 O 1.742 1.591 -2.866  -0.6934
24 H -1.306 0.855 -2.964  0.4095
25 H 0.064 1.706 -2.890  0.4160
26 O -0.956 1.783 -2.941  -0.7153
27 H 5.607 0.421 1.199  0.2830
28 H 4.109 0.259 1.567  0.3624
29 O 4.727 0.794 1.062  -0.6967
30 H -4.504 -1.977 -1.772  0.4143
31 H -5.029 -0.875 -2.707  0.3097
32 O -4.362 -1.566 -2.669  -0.7457
33 H -1.450 -1.338 -3.762  0.3108
34 H -2.696 -1.149 -2.843  0.4381
35 O -1.714 -0.910 -2.943  -0.7512
36 H -4.812 -2.316 0.536  0.4325
37 H -5.823 -3.107 -0.305  0.3199
38 O -4.925 -2.767 -0.341  -0.7499
39 H -3.975 -2.120 2.559  0.3428
40 H -4.282 -0.821 1.835  0.3528
41 O -4.666 -1.693 2.041  -0.7257

HOMO level: -0.331 hartree
Strongest force on any atom: 2.26 eV Å⁻¹
Multiplicity: 1
SMILES: CN(C)CC(N)=O.O.O.O.O.O.O.O.O
Gap between HOMO and LUMO: 0.3254 Ha
Energy above the lowest of the compared OMol25 structures with the same formula, charge and spin: 114.6 kJ/mol

***

# 5
A cluster of 11 separate species, C4H26O12 in total at a distorted geometry, computed with ωB97M-V with the def2-TZVPD basis set.

Last column: Mulliken charge in e.
CARTESIAN COORDINATES (ANGSTROEM)
1 C 0.800 -1.303 -1.540  1.0236
2 C 1.802 -0.303 -2.191  -0.9183
3 C 1.422 1.090 -1.698  -0.0091
4 O 1.953 1.607 -0.745  -0.4775
5 C 1.479 -2.507 -0.933  -0.2568
6 O 2.320 -2.474 -0.075  -0.4763
7 H 0.092 -1.585 -2.317  0.4721
8 H 0.275 -0.862 -0.701  -0.9128
9 H 1.739 -0.432 -3.277  0.3018
10 H 2.846 -0.525 -1.989  0.5229
11 H 0.474 1.408 -2.163  0.3988
12 H 0.997 -3.444 -1.274  0.3573
13 H 3.545 -0.607 0.366  0.3258
14 H 3.411 0.869 -0.044  0.3766
15 O 4.071 0.182 0.183  -0.6875
16 H -2.396 0.669 1.202  0.3973
17 H -1.014 0.273 1.774  0.3177
18 O -1.451 0.924 1.195  -0.6841
19 H -0.017 -0.521 3.774  0.2688
20 H 0.820 -0.315 2.443  0.4050
21 O 0.002 -0.693 2.831  -0.7116
22 H 1.829 1.848 2.427  0.3949
23 H 3.045 0.901 2.142  0.2908
24 O 2.124 0.915 2.398  -0.7159
25 H 0.302 3.121 2.055  0.3357
26 H 1.280 3.001 0.896  0.3948
27 O 1.179 3.410 1.767  -0.7624
28 H -1.386 -2.060 0.072  0.3965
29 H -1.582 -0.588 -0.548  0.1871
30 O -1.897 -1.490 -0.537  -0.5834
31 H -2.876 -0.446 -2.832  0.2946
32 H -2.873 1.015 -2.260  0.3834
33 O -3.420 0.337 -2.713  -0.6343
34 H -1.651 1.710 -0.507  0.3691
35 H -2.111 3.056 -1.072  0.2965
36 O -1.979 2.136 -1.322  -0.6536
37 H -4.372 0.677 -0.360  0.3113
38 H -3.732 -0.690 -0.067  0.3411
39 O -3.953 0.161 0.338  -0.6729
40 H -0.450 -2.108 2.118  0.4395
41 H 0.009 -3.515 1.685  0.2844
42 O -0.657 -2.844 1.500  -0.7309

HOMO level: -0.384 hartree
Strongest force on any atom: 1.98 eV Å⁻¹
Multiplicity: 1
SMILES: O=CCCC=O.O.O.O.O.O.O.O.O.O.O
Gap between HOMO and LUMO: 0.3895 Ha
Energy above the lowest of the compared OMol25 structures with the same formula, charge and spin: 0.0 kJ/mol

***

# 6
A cluster of 9 separate species, C4H26O9 in total at a distorted geometry, computed with ωB97M-V with the def2-TZVPD basis set.

Last column: Mulliken charge in e.
CARTESIAN COORDINATES (ANGSTROEM)
1 C -2.618 -1.010 -3.592  -0.4727
2 O -2.621 -1.156 -5.015  -0.5157
3 H -2.690 0.057 -3.380  0.2101
4 H -3.491 -1.419 -3.084  0.2168
5 H -1.713 -1.405 -3.131  0.2490
6 H -1.983 -1.835 -5.248  0.3150
7 C -0.603 -0.276 5.886  -0.5477
8 O 0.453 -0.382 4.967  -0.4850
9 H -0.350 -0.192 6.943  0.2469
10 H -1.344 0.506 5.717  0.2441
11 H -1.166 -1.206 5.810  0.2498
12 H 0.229 -0.341 4.034  0.3027
13 C 1.369 3.219 -4.011  -0.4724
14 O 2.654 3.718 -4.193  -0.5050
15 H 1.322 2.150 -4.221  0.2035
16 H 1.144 3.355 -2.954  0.2240
17 H 0.609 3.664 -4.653  0.2448
18 H 2.610 4.660 -4.013  0.3054
19 C 4.963 1.509 0.581  -0.5861
20 O 5.223 2.610 1.418  -0.4860
21 H 4.049 0.942 0.757  0.2457
22 H 5.177 1.774 -0.455  0.2587
23 H 5.683 0.691 0.590  0.2648
24 H 5.765 2.299 2.147  0.3040
25 O -1.418 3.678 1.405  -0.6194
26 H -1.282 4.366 2.057  0.3142
27 H -2.305 3.829 1.079  0.3143
28 O 2.329 -2.996 -0.476  -0.6428
29 H 1.934 -3.837 -0.245  0.3184
30 H 1.749 -2.343 -0.084  0.3156
31 O -0.493 -0.172 0.844  -0.6552
32 H -0.547 0.781 0.912  0.3270
33 H -1.373 -0.479 1.061  0.3101
34 O -1.790 -5.435 -0.235  -0.6380
35 H -2.367 -6.034 -0.710  0.3100
36 H -2.369 -4.738 0.073  0.3243
37 O -4.530 -2.791 1.092  -0.6261
38 H -4.974 -3.170 1.850  0.3181
39 H -5.235 -2.592 0.476  0.3151

HOMO level: -0.374 hartree
Strongest force on any atom: 1.97 eV Å⁻¹
Multiplicity: 1
SMILES: CO.CO.CO.CO.O.O.O.O.O
Gap between HOMO and LUMO: 0.3753 Ha
Energy above the lowest of the compared OMol25 structures with the same formula, charge and spin: 437.6 kJ/mol